Density functional theory data (the ωB97M-V functional and the def2-TZVPD basis) for C50H46O8P2Pd as an isolated structure in a non-equilibrium geometry.

Geometry as XYZ:
```
107
Properties=species:S:1:pos:R:3:forces:R:3:lowdin_charge:R:1
C 3.259 0.734 1.226 0.6 0.8 -0.3 -0.0443
C 2.014 0.079 1.723 -0.9 0.4 0.4 -0.5823
C 0.915 0.891 2.081 0.1 0.7 -0.4 -0.0591
C -0.307 0.394 2.588 0.9 0.1 -0.3 -0.5693
C -1.370 1.372 2.953 -0.4 0.9 0.2 -0.0412
O -0.548 -0.790 2.751 -0.9 -1.6 0.2 -0.0049
O 2.006 -1.138 1.801 0.4 -1.8 -0.3 -0.0047
H 3.154 1.816 1.160 0.1 0.1 0.0 0.0642
H 4.089 0.502 1.893 0.0 -0.1 0.0 0.0792
H 3.512 0.347 0.240 0.1 -0.1 -0.1 0.0545
H 1.012 1.953 1.957 0.1 0.5 0.1 0.0630
H -1.059 2.394 2.742 -0.1 0.2 0.1 0.0612
H -2.274 1.156 2.386 -0.1 -0.1 0.0 0.0585
H -1.613 1.290 4.011 0.0 -0.1 0.1 0.0837
C -1.345 3.747 -6.603 0.0 0.3 0.0 -0.0759
C -0.277 3.045 -7.126 -0.2 0.3 0.1 -0.0705
C -0.137 1.701 -6.870 -0.3 -1.2 0.2 -0.0265
C -1.076 1.023 -6.073 -0.6 1.7 -0.4 -0.2891
O -0.979 -0.333 -5.742 0.9 -0.5 -2.2 -0.2131
P 0.463 -0.695 -5.072 -0.5 3.0 5.7 0.8895
O 0.590 -2.298 -4.761 -1.9 0.1 -2.5 -0.2143
C -0.219 -3.034 -5.647 -1.0 -1.9 -1.5 -0.2829
C 0.370 -3.884 -6.601 0.2 1.1 1.0 -0.0045
C -0.408 -4.543 -7.525 -0.2 -0.1 -0.2 -0.0791
C -1.782 -4.401 -7.516 -0.1 -0.1 -0.1 -0.0825
C -2.387 -3.610 -6.558 0.0 -0.1 -0.2 -0.0683
C -1.624 -2.938 -5.631 1.2 0.3 0.8 -0.0309
O 1.731 -0.015 -5.854 -0.1 -1.9 -0.8 -0.1777
C 2.824 -0.862 -5.991 2.0 -0.9 -0.8 -0.2859
C 3.681 -0.708 -7.096 -1.1 0.3 0.6 -0.0036
C 4.746 -1.562 -7.280 0.2 -0.1 0.0 -0.0816
C 5.009 -2.568 -6.371 0.2 -0.2 -0.1 -0.0865
C 4.211 -2.705 -5.253 0.2 -0.1 -0.1 -0.0658
C 3.139 -1.866 -5.064 -0.4 1.0 0.1 -0.0697
Pd -0.283 -0.180 -2.826 0.4 0.4 -1.0 0.5610
P -2.020 1.389 -2.242 5.4 -3.5 -2.3 0.8730
O -1.866 2.911 -2.815 -2.2 -0.6 1.0 -0.1708
C -3.038 3.647 -2.647 -1.6 2.2 0.1 -0.3001
C -2.973 5.038 -2.451 0.8 -1.1 -0.1 -0.0085
C -4.120 5.781 -2.284 -0.1 0.1 -0.1 -0.0704
C -5.363 5.179 -2.335 -0.4 0.1 0.0 -0.0812
C -5.458 3.819 -2.549 -0.1 0.5 0.1 -0.0622
C -4.318 3.071 -2.701 1.1 -0.3 -0.4 -0.0429
O -3.330 0.523 -2.733 -0.6 0.2 1.8 -0.2448
C -4.078 0.043 -1.645 -2.0 -1.0 1.3 -0.2865
C -5.476 0.212 -1.631 1.2 0.3 -0.7 -0.0241
C -6.226 -0.194 -0.551 -0.1 -0.2 0.2 -0.0795
C -5.621 -0.815 0.524 -0.2 0.0 0.2 -0.0785
C -4.258 -1.038 0.517 -0.2 -0.1 0.1 -0.0490
C -3.498 -0.625 -0.552 0.3 0.3 -1.3 -0.0244
O -1.773 1.356 -0.620 -1.3 2.8 -0.6 -0.2215
C -1.776 2.660 -0.082 -0.2 1.7 1.7 -0.2905
C -2.871 3.093 0.687 0.6 -0.9 -1.1 -0.0287
C -2.891 4.353 1.237 0.0 0.2 0.0 -0.0696
C -1.827 5.213 1.048 0.0 0.2 0.1 -0.0801
C -0.739 4.815 0.295 -0.1 0.1 0.1 -0.0735
C -0.707 3.559 -0.262 -0.6 -1.4 -0.2 -0.0265
C 1.452 0.750 -1.825 -1.6 -1.5 0.3 -0.1122
C 2.541 1.317 -2.554 1.1 0.5 -0.9 -0.2153
C 2.464 2.667 -2.944 -0.2 -0.8 0.3 -0.0137
C 3.514 3.269 -3.589 0.3 0.2 -0.2 -0.0698
C 4.669 2.553 -3.865 -0.1 0.0 -0.1 -0.0642
C 4.742 1.206 -3.550 0.2 0.0 -0.2 -0.0652
C 3.696 0.589 -2.908 -0.7 0.2 0.4 -0.0258
C 1.289 -0.639 -1.496 1.4 0.1 0.8 -0.2698
C 0.165 -1.065 -0.817 -0.5 0.7 0.5 -0.0227
C -2.173 1.748 -5.581 0.8 -1.2 0.0 -0.0267
C -2.291 3.092 -5.839 0.0 0.2 -0.2 -0.0779
H -1.432 4.808 -6.777 0.0 0.1 -0.1 0.1049
H 0.458 3.554 -7.727 0.2 0.0 -0.1 0.1070
H 0.695 1.149 -7.272 0.0 0.2 -0.2 0.0999
H 1.443 -3.964 -6.617 0.3 -0.1 0.0 0.1127
H 0.060 -5.166 -8.269 0.1 -0.1 -0.1 0.1064
H -2.383 -4.897 -8.262 -0.1 -0.1 0.0 0.1048
H -3.459 -3.503 -6.547 -0.2 0.0 0.1 0.1097
H -2.083 -2.292 -4.903 -0.2 0.0 0.2 0.1089
H 3.471 0.069 -7.810 0.0 0.2 -0.2 0.1143
H 5.386 -1.444 -8.139 0.0 0.1 -0.2 0.1058
H 5.832 -3.248 -6.533 0.1 0.0 0.0 0.1050
H 4.426 -3.470 -4.524 0.0 -0.1 0.1 0.1141
H 2.514 -1.974 -4.198 0.4 -0.1 0.3 0.0848
H -2.002 5.499 -2.401 0.2 0.2 0.0 0.1174
H -4.052 6.844 -2.122 0.1 0.2 0.0 0.1085
H -6.261 5.764 -2.223 -0.1 0.1 0.1 0.1037
H -6.425 3.344 -2.610 -0.1 -0.1 0.0 0.1090
H -4.397 2.026 -2.911 -0.3 0.3 -0.1 0.0629
H -5.949 0.681 -2.475 -0.2 0.1 -0.2 0.1088
H -7.292 -0.034 -0.551 -0.2 0.0 0.0 0.1055
H -6.213 -1.140 1.365 -0.1 0.0 0.1 0.1060
H -3.785 -1.540 1.345 0.2 0.0 0.1 0.1209
H -2.441 -0.808 -0.565 0.1 -0.2 0.1 0.0809
H -3.702 2.420 0.801 -0.2 -0.2 0.1 0.1219
H -3.749 4.672 1.805 -0.1 0.0 0.1 0.1101
H -1.842 6.198 1.487 0.0 0.1 0.1 0.1043
H 0.083 5.493 0.133 0.2 0.0 0.0 0.1101
H 0.128 3.266 -0.869 0.3 -0.1 -0.1 0.0895
H 0.733 1.452 -1.401 0.6 -0.2 0.4 0.0801
H 1.547 3.204 -2.769 -0.2 0.2 0.2 0.1075
H 3.433 4.299 -3.896 0.0 0.2 0.0 0.1055
H 5.502 3.042 -4.345 0.1 0.0 -0.1 0.1049
H 5.616 0.638 -3.834 0.1 -0.1 0.1 0.1120
H 3.766 -0.455 -2.659 0.1 -0.2 0.1 0.1048
H 2.063 -1.354 -1.779 -0.2 0.2 0.1 0.1119
H -0.479 -0.334 -0.331 0.7 -0.3 0.5 0.0391
H 0.030 -2.101 -0.519 0.0 0.1 -0.3 0.0988
H -2.879 1.234 -4.953 -0.2 -0.1 0.0 0.0953
H -3.114 3.640 -5.419 -0.2 0.1 0.1 0.1053
```
Forces are in eV/Å.

- LUMO level: -1.4 eV
- Net charge: 0
- Highest occupied orbital energy: -5.685 eV
- Energy above the lowest of the compared OMol25 structures with the same formula, charge and spin: 65.7 kcal per mole